one.
# H16O8

A 8-piece molecular cluster, H16O8 overall (the ωB97M-V functional and the def2-TZVPD basis, OMol25).

```
24
Properties=species:S:1:pos:R:3
O 0.2975 0.2226 -1.3946
H 0.9718 0.7271 -1.0515
H -0.3721 0.2584 -0.6772
O 0.3394 0.3665 2.4824
H 0.4545 -0.4334 2.0099
H 0.6608 -0.0234 3.2603
O -2.2505 2.8091 1.1608
H -1.8193 2.1849 0.6412
H -1.5646 3.3459 1.5848
O -1.6121 0.0503 0.6538
H -0.9548 0.3174 1.2624
H -2.3184 -0.2778 1.2304
O 0.6082 -1.9836 0.9330
H -0.2785 -2.0581 0.5595
H 1.2064 -2.2265 0.2417
O -1.2265 1.1294 -3.4638
H -0.3842 0.8758 -3.0806
H -1.9058 0.5899 -3.1401
O 2.6175 1.3140 0.3630
H 3.4130 0.8031 0.4224
H 2.2808 1.1952 1.2381
O 0.2527 -2.9420 -1.8722
H 0.6792 -3.8149 -1.9091
H 0.9049 -2.4300 -1.4546
```

As for the SMILES: O.O.O.O.O.O.O.O. The HOMO-LUMO gap is 0.374 Ha. Its spin multiplicity is 1. The calculation puts the HOMO energy at -10.26 eV.

two.
# H16O8

A 8-piece molecular cluster, H16O8 overall (the ωB97M-V functional and the def2-TZVPD basis, OMol25).

```
24
Properties=species:S:1:pos:R:3
O 1.4035 1.2399 -2.0529
H 2.1071 1.9056 -1.7037
H 0.9658 1.5565 -2.9157
O 2.1963 -0.5777 2.4362
H 1.6333 -0.7612 1.7086
H 3.0266 -1.0347 2.1814
O -0.1396 -2.5145 1.1513
H -0.8189 -3.1393 1.2996
H 0.3703 -3.2056 0.7920
O 0.1427 0.1796 0.1770
H 0.6169 0.5235 -0.6928
H 0.0799 -0.6091 -0.0937
O -1.4108 -1.9257 -2.6946
H -1.1375 -1.4319 -3.4380
H -0.5751 -2.3409 -2.2267
O -1.6107 0.8013 3.0364
H -1.0545 0.6560 2.2471
H -0.9873 0.8219 3.8917
O -2.2387 0.2671 -1.2581
H -1.9711 -0.6602 -1.7024
H -1.4505 0.3925 -0.8445
O 0.3715 3.4223 0.6215
H 0.9237 3.2320 -0.2573
H -0.4430 3.2026 0.3376
```

As for the SMILES: O.O.O.O.O.O.O.O. The HOMO-LUMO gap is 0.362 Ha. Its spin multiplicity is 1. The calculation puts the HOMO energy at -10.32 eV.

three.
# H16O8

A 8-piece molecular cluster, H16O8 overall (the ωB97M-V functional and the def2-TZVPD basis, OMol25).

```
24
Properties=species:S:1:pos:R:3
O -0.4804 -2.1869 -1.2707
H -0.7769 -1.5494 -1.8764
H -0.5627 -1.7394 -0.4454
O 2.2258 -0.1572 0.3449
H 2.2242 0.6784 0.7875
H 3.1582 -0.1972 0.1487
O 2.0786 -2.8920 -1.1663
H 1.2058 -2.6734 -0.9667
H 2.5017 -2.4502 -0.4868
O -2.9930 -0.6443 1.4591
H -2.0801 -0.5763 1.1744
H -3.0912 -0.1725 2.2531
O 2.1446 -0.6730 -2.6828
H 2.2437 -0.8281 -1.7636
H 2.0892 -1.5245 -3.0438
O -2.2925 3.3504 -0.4941
H -1.8977 2.8292 0.1560
H -2.2294 4.2219 -0.1109
O -0.3873 -0.2485 0.7033
H -0.4743 0.6024 1.0938
H 0.5088 -0.4202 0.3761
O -1.0075 2.1166 1.7191
H -0.3085 2.7708 1.8877
H -1.7991 2.3633 2.2037
```

As for the SMILES: O.O.O.O.O.O.O.O. The HOMO-LUMO gap is 0.377 Ha. Its spin multiplicity is 1. The calculation puts the HOMO energy at -10.87 eV.

four.
# H16O8

A 8-piece molecular cluster, H16O8 overall (the ωB97M-V functional and the def2-TZVPD basis, OMol25).

```
24
Properties=species:S:1:pos:R:3
H 1.5703 0.5909 0.1200
H 0.7372 -0.0279 -0.9905
H 4.4339 0.8723 -1.8170
H 4.0430 0.4406 -0.4131
H -0.5314 -0.9438 -2.6638
H -1.8929 -0.9090 -3.3386
H 0.2648 -1.7509 3.9543
H 1.3658 -0.9949 3.2289
H -2.6480 2.5837 -0.8311
H -1.9940 3.3802 0.2860
H 0.2117 -2.2681 -1.4746
H 0.4437 -2.6012 -0.0099
H 0.4362 2.4879 0.9494
H -0.3598 1.7350 2.0027
H -3.4223 -1.8637 0.0588
H -2.2213 -1.6529 0.9661
O 0.6599 0.3928 -0.1268
O 4.8109 0.5892 -0.9763
O -1.4354 -1.2644 -2.5683
O 0.5333 -1.4561 3.0768
O -1.9510 3.2284 -0.6648
O 0.2508 -1.8642 -0.6003
O -0.4260 2.4675 1.3798
O -2.8794 -1.1713 0.4523
```

As for the SMILES: O.O.O.O.O.O.O.O. The HOMO-LUMO gap is 0.369 Ha. Its spin multiplicity is 1. The calculation puts the HOMO energy at -10.04 eV.

Stability summary - winner: one; margin: 27.1 kJ/mol.

one.
# H16O8

A 8-piece molecular cluster, H16O8 overall (the ωB97M-V functional and the def2-TZVPD basis, OMol25).

```
24
Properties=species:S:1:pos:R:3
O 0.1134 -2.5267 1.6040
H 0.6727 -1.7824 1.8264
H 0.2688 -3.1612 2.3037
O -1.4826 2.1397 1.1891
H -2.0284 2.9258 1.2088
H -1.2689 1.9728 2.1071
O 1.9351 -0.4113 1.8590
H 2.0269 0.4508 2.2647
H 1.3712 -0.2607 1.1004
O 2.5875 1.7329 -1.4587
H 3.3414 1.4550 -1.9788
H 1.8283 1.4158 -1.9479
O -3.6459 0.5790 2.1195
H -3.4106 -0.3278 1.9232
H -3.0524 1.1028 1.5813
O -1.0175 -2.3325 -1.5804
H -0.8965 -1.5183 -1.0918
H -0.1796 -2.4748 -2.0207
O -0.1740 0.0114 -0.1735
H -0.6656 0.7677 0.1470
H 0.3386 0.3516 -0.9068
O 1.0787 0.0585 -2.9812
H 0.6345 0.4589 -3.7286
H 1.6249 -0.6271 -3.3658
```

As for the SMILES: O.O.O.O.O.O.O.O. The HOMO-LUMO gap is 0.381 Ha. Its spin multiplicity is 1. The calculation puts the HOMO energy at -10.39 eV.

two.
# H16O8

A 8-piece molecular cluster, H16O8 overall (the ωB97M-V functional and the def2-TZVPD basis, OMol25).

```
24
Properties=species:S:1:pos:R:3
O -1.7925 1.0384 -1.4263
H -2.2774 1.1884 -0.6002
H -0.8857 0.9686 -1.0643
O 3.6864 0.4243 -0.0400
H 3.9263 1.1687 0.5449
H 3.3248 -0.2308 0.5783
O -2.0182 -1.6382 -1.6066
H -1.8926 -1.8883 -2.5193
H -2.0386 -0.6694 -1.6391
O -2.7211 1.9114 1.1689
H -2.9252 2.8365 1.3536
H -2.9044 1.4357 1.9860
O 0.1468 -2.9574 -0.3856
H 0.0687 -2.7325 0.5436
H -0.4839 -2.3992 -0.8611
O -0.0361 0.1700 0.4833
H -0.8262 -0.3773 0.6914
H 0.4283 -0.2348 -0.3089
O 1.6081 1.3554 2.4320
H 0.8257 1.2229 1.8809
H 1.5342 2.2004 2.9039
O 1.4330 -0.8063 -1.5532
H 1.6326 -1.7298 -1.2525
H 2.1870 -0.2566 -1.3097
```

As for the SMILES: O.O.O.O.O.O.O.O. The HOMO-LUMO gap is 0.416 Ha. Its spin multiplicity is 1. The calculation puts the HOMO energy at -11.18 eV.

three.
# H16O8

A 8-piece molecular cluster, H16O8 overall (the ωB97M-V functional and the def2-TZVPD basis, OMol25).

```
24
Properties=species:S:1:pos:R:3
H -0.9640 -0.0055 -1.3950
H -0.4367 -1.3529 -0.9294
H -4.9821 1.5220 -0.5568
H -4.8944 2.3554 0.7112
H 1.9796 -4.5000 -1.6178
H 1.4864 -3.7869 -2.8661
H 1.1307 4.6574 -0.3978
H 1.6310 3.4076 0.3077
H 0.8982 -0.0415 2.9725
H 1.2841 -1.4581 3.3654
H 3.7532 1.9237 -2.4217
H 2.2756 1.8277 -2.7642
H -4.7528 -1.1377 0.8216
H -4.9547 -0.8860 -0.6636
H 3.4529 -1.0393 1.3988
H 4.2563 0.1796 1.8218
O -0.4204 -0.4140 -0.7119
O -4.8525 1.4458 0.3952
O 1.5309 -3.6976 -1.9074
O 0.9336 3.7215 -0.2788
O 1.0932 -0.9078 2.5975
O 2.8887 1.7751 -2.0223
O -5.1236 -1.5372 0.0266
O 3.8048 -0.5940 2.1778
```

As for the SMILES: O.O.O.O.O.O.O.O. The HOMO-LUMO gap is 0.396 Ha. Its spin multiplicity is 1. The calculation puts the HOMO energy at -10.29 eV.

Stability summary - winner: two; margin: 64.3 kJ/mol.

one.
# C6H16N3

A 2-piece molecular cluster, C6H16N3 overall (the ωB97M-V functional and the def2-TZVPD basis, OMol25).

```
25
Properties=species:S:1:pos:R:3
C -0.7011 -1.1334 -1.5414
C 0.5999 1.1412 1.3474
C 2.0382 -0.3821 -0.1397
C 0.8968 1.7774 -1.0480
C -1.5901 -0.8758 1.8404
C 0.9119 0.6506 -0.0172
N -1.4357 -2.0238 -2.2150
N -0.6434 -0.5437 -0.3886
N -1.6252 -0.3273 0.5363
H 0.1852 -1.0184 -2.0826
H -0.4642 1.3814 1.1956
H 0.6871 0.3268 2.1333
H 1.1872 1.9288 1.7668
H 2.8468 0.3566 0.1748
H 2.1770 -0.8091 -1.1148
H 1.8568 -1.1602 0.5301
H -0.1196 2.2268 -0.9584
H 1.7549 2.4313 -0.7091
H 1.0722 1.4731 -2.0588
H -1.9905 -0.1340 2.5308
H -2.1985 -1.8209 1.9604
H -0.5334 -1.1155 2.2074
H -1.1205 -2.3288 -3.1367
H -2.5507 -0.2645 0.1978
H -2.3747 -2.4028 -2.1087
```

The net charge is +1. The HOMO-LUMO gap is 0.359 Ha. Its spin multiplicity is 1. The calculation puts the HOMO energy at -12.57 eV.

two.
# C6H16N3

An isolated ion of composition C6H16N3 and charge +1 (the ωB97M-V functional and the def2-TZVPD basis, OMol25).

```
25
Properties=species:S:1:pos:R:3
C -2.0076 -1.9370 -0.1475
C -1.8699 1.6660 -0.0910
C 1.3524 -0.3396 1.4605
C 1.4120 1.2695 -0.2954
C 1.8046 -0.9658 -0.9407
C -0.4374 -0.2150 -0.2380
N -0.8047 -1.6703 -0.0472
N -1.2665 0.5639 0.6226
N 1.0275 -0.1238 -0.0199
H -2.2550 -2.9656 -0.0689
H -2.8128 -1.2114 -0.2688
H -2.4450 1.4333 -0.9379
H -2.4736 2.2052 0.6608
H -0.9334 2.2563 -0.4213
H 1.3447 -1.3368 1.6551
H 2.2781 0.0555 1.7385
H 0.3934 0.0190 1.8990
H 1.0989 1.5216 -1.2524
H 0.7306 1.8882 0.3421
H 2.4183 1.4040 0.0009
H 1.3846 -1.8700 -1.1294
H 1.7883 -0.6303 -1.9008
H 2.7809 -0.8933 -0.5227
H -0.5967 -0.1541 -1.3205
H -1.9118 0.0305 1.2230
```

The net charge is +1. As for the SMILES: C=N[C@@H](NC)[N+](C)(C)C. The HOMO-LUMO gap is 0.400 Ha. Its spin multiplicity is 1. The calculation puts the HOMO energy at -13.55 eV.

Stability summary - winner: two; margin: 14.2 kJ/mol.

one.
# C5H12O2

A 2-piece molecular cluster, C5H12O2 overall (the ωB97M-V functional and the def2-TZVPD basis, OMol25).

```
19
Properties=species:S:1:pos:R:3
C 0.2258 2.4155 0.1906
O -0.3451 1.2346 0.7037
C 0.5040 -0.6548 -0.1802
C 1.6786 -0.4637 0.7024
C -0.6425 -1.5319 0.1932
C -1.5866 -1.2410 -0.9755
O -1.3361 0.0983 -1.2095
H 1.1249 2.6568 0.7688
H -0.4686 3.2628 0.2724
H 0.4974 2.2954 -0.8672
H 0.7115 -0.5782 -1.2419
H 1.4018 -0.3844 1.7534
H 2.2755 0.4019 0.4024
H 2.3052 -1.3577 0.5475
H -1.0780 -1.1427 1.1207
H -0.3034 -2.5604 0.4034
H -1.3105 -1.8755 -1.8418
H -2.6395 -1.4675 -0.7413
H -1.0146 0.8928 -0.0011
```

The HOMO-LUMO gap (alpha / beta) is 0.298 / 0.298 Ha. Its spin multiplicity is 1. The calculation puts the HOMO energy (alpha / beta) at -8.54 / -8.54 eV.

two.
# C5H12O2

One molecule with the formula C5H12O2 (the ωB97M-V functional and the def2-TZVPD basis, OMol25).

```
19
Properties=species:S:1:pos:R:3
C -1.8418 -0.5935 1.1403
O -0.4737 -0.3869 0.8679
C -0.2419 0.4726 -0.2522
C -0.3386 1.9260 0.2031
C 1.1334 0.1638 -0.8539
C 1.4924 -1.3207 -0.9115
O 1.7742 -1.8537 0.3610
H -2.4130 0.3427 1.0830
H -1.9207 -0.9842 2.1571
H -2.2867 -1.3140 0.4384
H -1.0153 0.2563 -1.0085
H 0.5242 2.1686 0.8324
H -1.2426 2.0980 0.7957
H -0.3548 2.6148 -0.6473
H 1.9133 0.6719 -0.2734
H 1.1553 0.5904 -1.8659
H 0.6918 -1.8849 -1.4212
H 2.4039 -1.4461 -1.5063
H 1.0041 -1.6271 0.9055
```

As for the SMILES: CO[C@@H](C)CCO. The HOMO-LUMO gap is 0.399 Ha. Its spin multiplicity is 1. The calculation puts the HOMO energy at -9.87 eV.

three.
# C5H12O2

A 3-piece molecular cluster, C5H12O2 overall (the ωB97M-V functional and the def2-TZVPD basis, OMol25).

```
19
Properties=species:S:1:pos:R:3
C -0.6359 1.7311 0.4548
C -0.7198 1.1849 1.7680
C 0.4766 1.3807 -0.4888
C -0.0636 0.7366 -1.8163
C -1.4550 0.9188 -2.1278
H -1.5226 2.2694 0.0916
H -1.7670 1.1696 2.3341
H 0.2488 0.9150 2.1826
H 0.9481 0.4822 0.0083
H 1.3383 2.1291 -0.6552
H 0.6951 0.1412 -2.2090
H -2.0910 0.0865 -2.5342
H -1.9024 1.9052 -1.8250
H 1.5870 -2.6839 2.3913
H 0.5179 -1.7327 2.2772
O 0.8428 -2.3111 2.9296
H 1.3083 -3.4487 -0.5694
H 1.2982 -1.9996 -1.0075
O 0.8963 -2.8742 -1.2044
```

As for the SMILES: C=CCC=C.O.O. The HOMO-LUMO gap is 0.342 Ha. Its spin multiplicity is 1. The calculation puts the HOMO energy at -9.08 eV.

Stability summary - winner: two; margin: 319.8 kJ/mol.

one.
# C5H12O2

One molecule with the formula C5H12O2 (the ωB97M-V functional and the def2-TZVPD basis, OMol25).

```
19
Properties=species:S:1:pos:R:3
C 1.6122 -1.9508 0.0846
O 0.6919 -2.9739 0.6093
C 1.1255 -0.6183 0.5262
C -0.0345 -0.0991 -0.5003
C -0.2924 1.3850 -0.4670
C -1.7687 1.7040 -0.3398
O -1.7092 2.5013 0.8747
H 2.5515 -2.2106 0.5933
H 1.8991 -2.0358 -0.9727
H 0.9868 -3.9700 0.3152
H 1.9497 0.1844 0.5474
H 0.7584 -0.5964 1.5244
H -1.0355 -0.5828 -0.2533
H 0.1993 -0.4928 -1.4863
H 0.1628 1.8477 0.3787
H 0.1405 1.8850 -1.3565
H -2.5252 0.8613 -0.1221
H -2.2321 2.2747 -1.1351
H -2.4803 2.8870 1.1793
```

As for the SMILES: OCCCCCO. The HOMO-LUMO gap is 0.397 Ha. Its spin multiplicity is 1. The calculation puts the HOMO energy at -9.87 eV.

two.
# C5H12O2

One molecule with the formula C5H12O2 (the ωB97M-V functional and the def2-TZVPD basis, OMol25).

```
19
Properties=species:S:1:pos:R:3
C 2.3252 0.1853 0.8907
C 0.8883 0.6195 0.6092
C 0.0355 -0.5204 0.0645
O -0.0614 -1.5857 1.0150
C -1.3801 -0.1149 -0.3663
C -1.4006 0.7719 -1.6004
O -2.1132 -1.2818 -0.6721
H 2.3418 -0.7037 1.5289
H 2.8417 -0.0681 -0.0420
H 2.8937 0.9785 1.3859
H 0.4188 0.9993 1.5307
H 0.8795 1.4553 -0.1008
H 0.5293 -0.9760 -0.8035
H -0.2844 -1.1932 1.8709
H -1.8559 0.4215 0.4782
H -0.8147 0.3132 -2.4049
H -2.4307 0.8755 -1.9529
H -1.0042 1.7714 -1.3960
H -1.8086 -1.9474 -0.0352
```

As for the SMILES: CC[C@@H](O)[C@@H](C)O. The HOMO-LUMO gap is 0.399 Ha. Its spin multiplicity is 1. The calculation puts the HOMO energy at -9.98 eV.

three.
# C5H12O2

One molecule with the formula C5H12O2 (the ωB97M-V functional and the def2-TZVPD basis, OMol25).

```
19
Properties=species:S:1:pos:R:3
C 2.6576 -0.5489 0.5114
C 1.5924 -0.0233 -0.4451
C 0.1820 -0.1422 0.1230
O 0.1685 0.4672 1.4000
C -0.8532 0.5055 -0.8023
C -2.2748 0.0668 -0.5024
O -2.5946 0.4772 0.8235
H 3.6645 -0.3145 0.1508
H 2.5268 -0.0963 1.4975
H 2.5844 -1.6369 0.6257
H 1.6260 -0.5748 -1.3948
H 1.7850 1.0317 -0.6805
H -0.0598 -1.2185 0.2211
H -0.7618 0.5107 1.6698
H -0.6297 0.2648 -1.8492
H -0.7757 1.5944 -0.6877
H -2.3452 -1.0289 -0.5925
H -2.9760 0.5101 -1.2246
H -3.4709 0.1430 1.0477
```

As for the SMILES: CC[C@@H](O)CCO. The HOMO-LUMO gap is 0.391 Ha. Its spin multiplicity is 1. The calculation puts the HOMO energy at -9.89 eV.

four.
# C5H12O2

A 2-piece molecular cluster, C5H12O2 overall (the ωB97M-V functional and the def2-TZVPD basis, OMol25).

```
19
Properties=species:S:1:pos:R:3
C 2.2584 0.0641 1.1168
C 0.8922 0.6682 1.3426
C 0.1109 0.9606 0.1111
O -0.1547 -1.5233 -0.7807
C -1.1923 0.8722 0.0059
C -0.9895 -1.0652 -1.8939
O -1.9356 -0.0570 0.7268
H 2.1409 -0.9548 0.7426
H 2.8058 0.6442 0.3625
H 2.8368 0.0787 2.0441
H 0.2855 0.1192 2.0711
H 1.0050 1.6889 1.7319
H 0.6669 1.5169 -0.6452
H -0.6146 -1.5640 0.0636
H -1.7304 1.5980 -0.5916
H -1.7353 -1.8214 -2.0852
H -1.5384 -0.1057 -1.9159
H -0.3065 -0.9584 -2.7281
H -2.8051 -0.1612 0.3215
```

As for the SMILES: CC/C=C\O.CO. The HOMO-LUMO gap is 0.327 Ha. Its spin multiplicity is 1. The calculation puts the HOMO energy at -8.25 eV.

Stability summary - winner: two; margin: 12.0 kJ/mol.

one.
# C5H12O2

C5H12O2 as an isolated structure (the ωB97M-V functional and the def2-TZVPD basis, OMol25).

```
19
Properties=species:S:1:pos:R:3
C 2.2818 0.0120 0.7275
C 0.9470 0.7549 0.6181
C -0.2366 -0.1883 0.5333
O -0.6207 -0.7105 1.8013
C -1.3649 0.0321 -0.3038
C -1.3422 0.9496 -1.4869
O -1.1393 -1.6428 -1.1904
H 2.2417 -0.7621 1.5047
H 2.5264 -0.4853 -0.2178
H 3.1048 0.6872 0.9849
H 0.8040 1.3864 1.5067
H 0.9793 1.4280 -0.2466
H -0.2491 -1.2573 -0.4149
H 0.0826 -1.3034 2.0901
H -2.3463 -0.1875 0.1147
H -0.3608 0.9583 -1.9678
H -2.0842 0.6449 -2.2269
H -1.5733 1.9701 -1.1555
H -1.6502 -2.2862 -0.6705
```

The HOMO-LUMO gap is 0.319 Ha. Its spin multiplicity is 1. The calculation puts the HOMO energy at -7.81 eV.

two.
# C5H12O2

A 2-piece molecular cluster, C5H12O2 overall (the ωB97M-V functional and the def2-TZVPD basis, OMol25).

```
19
Properties=species:S:1:pos:R:3
C 2.9315 -0.8049 -0.0002
C 2.3357 -0.1460 -0.9868
C -0.2873 0.0020 0.8890
O 0.7666 0.7464 1.4556
C -0.9285 0.6035 -0.3688
C -2.3529 0.0803 -0.4808
O -3.0581 0.5301 0.6638
H 3.7053 -0.3431 0.6098
H 1.5878 0.4135 1.0769
H 2.6396 -1.8184 0.2660
H 1.5498 -0.6033 -1.5833
H 2.5652 0.8937 -1.2106
H 0.0168 -1.0368 0.6728
H -1.0688 -0.0327 1.6483
H -0.3866 0.3572 -1.2927
H -0.9448 1.6956 -0.2853
H -2.3293 -1.0223 -0.5227
H -2.8349 0.4369 -1.4026
H -3.8640 0.0121 0.7564
```

As for the SMILES: OCCCO.C=C. The HOMO-LUMO gap is 0.391 Ha. Its spin multiplicity is 1. The calculation puts the HOMO energy at -9.71 eV.

Stability summary - winner: two; margin: 160.9 kJ/mol.